Version i
C5H8OS2 | wB97M-V/def2-TZVPD

Calculated values
Gap between HOMO and LUMO: 9.306 eV

```
! RIJCOSX wB97M-V def2-TZVPD def2/J DEFGRID3
* xyz 0 1
C 2.312 -0.228 -0.600
C 1.405 -0.891 0.466
C 0.019 -0.420 0.626
C -0.627 0.558 -0.458
C -2.965 0.718 0.427
H 2.889 -1.188 -1.244
H 3.486 0.558 -0.239
H 1.596 0.540 -1.364
H 2.159 -1.231 1.393
H -0.327 -0.465 1.673
H -0.465 0.405 -1.451
H -0.373 1.571 -0.154
H -2.638 1.501 1.163
O -2.020 0.271 -0.447
S 0.058 -2.068 -0.093
S -4.509 0.369 0.302
*
```

Atomic partial charges in e from the Löwdin method, atoms 1 to 6: -0.1890 -0.6279 -0.5500 -0.2078 -0.7590 0.1161



Version ii
C5H8OS2 | wB97M-V/def2-TZVPD

Calculated values
Gap between HOMO and LUMO: 9.167 eV

```
! RIJCOSX wB97M-V def2-TZVPD def2/J DEFGRID3
* xyz 0 1
C -0.333 -0.838 -0.740
C -0.247 0.472 -1.470
C -0.676 0.343 1.258
C 0.328 -0.579 0.613
C 0.429 -1.934 -0.053
H -1.923 -1.866 -1.190
H -0.943 0.541 -2.333
H 0.765 0.754 -1.756
H -1.651 -0.118 1.452
H -0.290 0.851 2.164
H 1.650 1.419 0.461
H -0.197 -2.761 0.234
H 1.457 -2.242 -0.345
O -1.718 -1.136 -0.561
S -0.886 1.618 -0.112
S 2.003 0.115 0.623
*
```

Atomic partial charges in e from the Löwdin method, atoms 1 to 6: -0.5458 -0.3491 -0.4058 -0.7364 -0.0416 0.1299



Version iii
C5H8OS2 | wB97M-V/def2-TZVPD

Calculated values
Gap between HOMO and LUMO: 8.246 eV

```
! RIJCOSX wB97M-V def2-TZVPD def2/J DEFGRID3
* xyz 0 1
C 2.279 -2.163 0.112
C 2.022 -0.837 -0.802
C 0.830 0.019 -0.447
C -1.748 0.996 -0.434
C -2.022 0.406 1.158
H 1.712 -3.358 -0.427
H 1.906 -1.848 1.243
H 3.609 -2.578 0.104
H 3.015 -0.347 -1.042
H 2.007 -1.201 -1.798
H -1.232 2.070 -0.332
H -2.914 0.700 -0.830
H -1.216 0.033 1.801
O -3.115 0.505 1.580
S 1.143 0.783 0.970
S -0.526 -0.036 -1.525
*
```

Atomic partial charges in e from the Löwdin method, atoms 1 to 6: -0.1683 -0.4652 -1.1290 -0.3659 -0.3151 0.1488



It is version iii that is the least stable of them.